This record from the OMol25 dataset describes a molecular structure, C39H76BBr34O3. The level of theory is ωB97M-V/def2-TZVPD.

Net charge: -1
LUMO energy in eV: 1.18

Atoms and positions in Å:
Br1 -2.719 -4.445 1.241
H1 0.391 -9.317 -5.812
Br2 -3.320 -2.193 -1.624
H2 4.030 -9.337 4.729
C1 5.384 8.762 -8.221
H3 2.723 -3.202 -9.420
H4 3.144 -8.651 -9.941
H5 1.491 13.403 -11.625
H6 1.242 3.746 -2.411
C2 -1.628 1.326 3.696
H7 5.101 10.469 -3.996
H8 3.538 -9.534 7.115
H9 5.514 -4.240 -10.286
Br3 0.462 11.194 -11.071
H10 3.723 -3.052 -4.376
C3 4.858 -3.531 -9.775
H11 1.727 -5.069 5.883
C4 3.542 0.444 5.152
H12 -1.213 2.411 1.881
C5 -7.552 -0.616 11.312
H13 -1.999 0.818 -3.572
H14 -12.198 4.020 14.304
C6 4.764 0.733 4.311
H15 5.537 -10.019 -8.520
H16 -3.819 -6.074 11.194
C7 1.190 -4.129 6.041
Br4 -11.739 1.119 14.607
Br5 0.126 -3.806 4.438
C8 5.010 -9.143 -8.909
H17 -2.749 -0.725 0.281
Br6 -14.618 3.430 14.507
C9 0.771 -8.201 -7.616
C10 -0.020 -8.462 -6.355
H18 5.716 -8.515 -9.460
Br7 2.900 -5.599 -10.105
H19 1.759 -7.773 -7.427
C11 2.775 0.411 -1.089
H20 3.117 -2.288 -6.617
Br8 8.361 8.766 -2.886
H21 0.460 -4.264 6.844
H22 5.314 -0.188 4.100
H23 -0.947 1.793 4.414
C12 3.315 5.485 -3.622
Br9 -8.214 -2.409 10.924
H24 -13.224 1.602 12.655
H25 3.610 -0.817 -5.739
C13 2.047 1.066 -2.128
H26 3.346 3.600 -5.032
H27 1.608 -1.990 6.231
H28 -4.960 -3.214 4.697
C14 2.887 -1.637 -5.769
Br10 4.265 1.438 2.562
H29 1.969 12.837 -10.004
H30 1.012 4.361 -5.274
Br11 3.260 -7.179 7.812
H31 2.745 -0.061 4.600
H32 -1.085 -8.631 -6.538
H33 -7.186 -0.200 10.370
Br12 -5.410 -7.734 12.172
C15 -2.736 2.317 -2.210
Br13 -6.011 -5.483 9.308
H34 -11.594 2.287 12.433
H35 -2.614 1.790 3.784
H36 4.906 -7.990 5.500
O1 2.351 6.279 -3.111
Br14 3.171 10.454 -8.902
O2 4.693 5.984 -3.948
Br15 -3.377 2.434 -0.372
H37 -2.741 0.131 -2.105
H38 3.192 -3.370 -11.132
H39 -6.708 -0.766 11.991
H40 -8.183 1.142 12.388
H41 2.349 1.458 -4.439
C16 3.821 -9.493 -9.774
H42 6.722 8.797 -4.737
Br16 2.979 -7.182 4.130
Br17 -5.730 -1.056 7.780
C17 3.918 -8.418 5.311
Br18 3.646 -2.949 5.148
C18 -2.017 -2.659 0.888
Br19 0.113 -6.962 -5.115
C19 3.077 3.854 -3.901
C20 3.397 -3.713 -10.114
H43 5.621 10.778 -8.945
H44 -5.440 -4.015 11.212
H45 5.442 1.460 4.767
H46 2.517 -3.043 7.345
H47 6.463 8.655 -8.077
C21 5.985 10.296 -3.375
C22 -5.759 -5.061 11.195
C23 -4.707 -5.949 11.819
C24 -5.072 -2.295 5.279
B1 1.515 3.383 -3.513
H48 3.810 -0.158 6.026
C25 -2.142 0.957 -2.497
C26 2.829 -2.433 -4.486
C27 6.579 8.936 -3.662
C28 2.100 -2.960 6.338
Br20 -0.168 -6.965 -8.796
C29 0.058 13.834 -10.027
H49 4.149 -9.887 -10.739
Br21 5.344 10.413 -1.537
Br22 5.171 -3.744 -7.861
H50 -6.928 -2.725 6.357
H51 3.297 -0.432 -0.423
H52 5.183 -2.512 -10.004
Br23 2.781 2.085 5.880
H53 -4.084 -1.867 5.468
H54 3.812 3.181 -3.244
Br24 -9.929 0.850 10.663
H55 -4.407 -5.563 12.797
H56 5.040 10.699 -7.262
C30 -1.134 1.392 2.270
H57 -1.128 -2.784 0.263
H58 1.942 -3.067 -4.409
C31 1.124 12.987 -10.682
Br25 1.153 -0.850 -6.191
C32 -5.863 -2.556 6.540
H59 -3.620 2.490 -2.831
Br26 4.474 -8.071 -7.371
H60 -0.495 13.306 -9.245
H61 -13.060 4.216 12.756
Br27 -1.883 -0.520 4.270
Br28 0.764 0.953 2.158
H62 6.692 11.118 -3.520
Br29 2.763 -10.924 -8.974
H63 5.980 8.110 -3.270
H64 -6.738 -5.145 11.675
H65 -2.029 3.139 -2.355
H66 -5.452 -3.411 7.083
H67 5.087 8.219 -9.123
H68 -9.172 -0.296 12.749
H69 0.493 14.744 -9.607
H70 5.279 5.228 -3.588
Br30 4.575 7.838 -6.707
C33 -12.431 2.188 13.129
H71 -4.048 -1.855 0.743
C34 -8.618 0.231 11.968
Br31 2.829 -1.260 -2.927
Br32 -6.011 -1.059 4.098
C35 -3.068 -1.771 0.264
H72 2.062 -8.848 6.389
H73 -1.717 -2.273 1.865
C36 3.127 -8.679 6.572
C37 1.549 1.709 -3.590
H74 0.515 1.264 -3.923
H75 -1.659 0.710 1.597
O3 0.531 3.845 -4.538
C38 4.993 10.222 -8.245
H76 0.883 -9.120 -8.197
Br33 -0.361 0.787 -1.721
Br34 -1.253 14.453 -11.332
C39 -12.893 3.546 13.605

These are the Löwdin partial charges, in e, on atoms 1 to 2: atom 1 (Br): 0.5787, atom 2 (H): 0.0575